[1]
Computed, not measured: C21H23MnN3O8S2Si as an isolated structure, with ωB97M-V/def2-TZVPD.

calculated total energy: -103875.6246 eV
lowest unoccupied orbital energy (alpha / beta): 2.724 / 2.590 eV
M: 592.59 g/mol
highest occupied orbital energy (alpha / beta): -3.3 / -4.4 eV
⟨S²⟩: 6.034

The geometry in ORCA input format:
```
! RIJCOSX wB97M-V def2-TZVPD def2/J DEFGRID3
* xyz -1 5
Mn 0.84182 0.01012 0.11320
O 3.87619 -2.29523 1.06577
C 2.93163 -1.52374 0.46412
O 2.56422 -0.45858 1.03347
C 2.41681 -1.93775 -0.80033
C 2.78477 -3.13427 -1.49302
C 2.26896 -3.40134 -2.72049
C 1.38001 -2.48551 -3.32073
C 1.08046 -1.33276 -2.64621
N 1.51798 -1.04100 -1.43758
C 0.22883 -0.27838 -3.36595
O -0.42442 -0.43314 -4.36549
O 0.26538 0.91731 -2.76442
H 3.66729 -2.21751 2.02174
H 3.44283 -3.86183 -1.00240
H 2.50277 -4.29842 -3.26986
H 1.01718 -2.65109 -4.31278
C -0.03443 1.33809 4.85282
C 0.76408 0.08201 4.65608
C 2.00146 -0.20038 5.15312
C 2.60745 -1.42633 4.78791
N 2.11298 -2.21854 3.86988
C 0.89879 -1.93114 3.30812
S 0.28842 -2.80237 2.03254
N 0.21245 -0.82833 3.83405
C 3.91421 -1.86095 5.33952
H 0.46557 2.00822 5.54161
H -1.02327 1.09773 5.22548
H -0.15089 1.84885 3.89482
H 2.50694 0.47609 5.82303
H -0.66611 -0.55854 3.32877
H 3.80342 -2.38483 6.28244
H 4.61893 -1.02539 5.52654
H 4.34879 -2.54712 4.58624
O -1.79416 0.26695 2.39838
S -1.26732 0.94128 1.23847
O -1.15407 0.10658 -0.02796
O 0.23365 1.18970 1.53751
O -1.99669 2.13863 0.92302
C -0.87188 2.71927 -4.96399
Si -1.00085 2.04054 -3.19559
C -0.52410 3.38113 -1.99002
C -2.72363 1.30669 -2.83353
C -3.07989 -0.05132 -2.79184
C -4.38174 -0.44521 -2.46856
C -5.31916 0.48329 -2.07548
C -5.00813 1.85227 -2.10099
C -3.72561 2.23997 -2.48176
H -1.73667 3.41699 -5.07525
H -0.99010 1.86985 -5.61374
H 0.06322 3.28894 -5.18581
H -1.15327 4.26293 -2.01893
H 0.50141 3.69265 -2.20814
H -0.56801 2.97045 -0.99508
H -2.37191 -0.82878 -2.99653
H -4.61433 -1.50290 -2.43637
H -6.29457 0.16468 -1.73209
H -5.73226 2.57009 -1.78130
H -3.52143 3.28141 -2.36641
*
```

[2]
Computed, not measured: one molecule with the formula C2HN3O2S, with ωB97M-V/def2-TZVPD.

calculated total energy: -21487.4562 eV
lowest unoccupied orbital energy: -1.091 eV
M: 131.12 g/mol
highest occupied orbital energy: -9.4 eV
SMILES: Oc1nnoc(=S)n1

The geometry in ORCA input format:
```
! RIJCOSX wB97M-V def2-TZVPD def2/J DEFGRID3
* xyz 0 1
C 0.83676 -0.29847 -0.08616
C -1.41855 0.03598 0.14867
H 1.70659 -2.00341 0.20168
N 1.13664 1.10720 -0.35734
N 0.19643 1.87405 -0.12366
N -0.33560 -0.80363 0.13817
O 1.89271 -1.04017 -0.04257
O -1.03874 1.42579 0.32087
S -2.97625 -0.29734 -0.19965
*
```

[3]
Computed, not measured: C3H6InO3 as an isolated structure, with ωB97M-V/def2-TZVPD.

calculated total energy: -14496.9149 eV
lowest unoccupied orbital energy (alpha / beta): -14.452 / -14.184 eV
M: 204.90 g/mol
highest occupied orbital energy (alpha / beta): -19.3 / -21.3 eV
⟨S²⟩: 1.046

The geometry in ORCA input format:
```
! RIJCOSX wB97M-V def2-TZVPD def2/J DEFGRID3
* xyz 2 2
O 0.31028 -1.00604 -1.16809
In 0.61181 -1.59635 0.58350
C -0.79594 0.42425 2.44146
O -0.33232 -0.03245 1.16955
C -0.85867 0.68914 0.05394
C -0.20769 0.19489 -1.25505
O -0.82335 0.55360 -2.29312
H -0.28250 -0.16571 3.20687
H -0.54782 1.48709 2.55558
H -1.88195 0.27846 2.51769
H -0.63237 1.75786 0.17754
H -1.94908 0.54842 0.01397
H 1.20162 1.26495 -1.42409
*
```